No. 1
Here is a 3-piece molecular cluster, C6H18O3S3 overall at a distorted geometry from the Open Molecules 2025 dataset. Energies are from wB97M-V/def2-TZVPD.

Each line ends with the Mulliken charge.
Cartesian coordinates (Å):
C: -0.126 -2.127 1.728  -0.529
S: 0.001 -3.599 0.722  0.432
O: -1.468 -3.832 0.362  -0.646
C: 0.761 -2.807 -0.766  -0.497
H: 0.890 -1.739 1.792  0.136
H: -0.309 -2.387 2.770  0.415
H: -0.874 -1.422 1.365  0.070
H: 1.784 -2.582 -0.465  0.202
H: 0.269 -1.880 -1.059  0.021
H: 0.713 -3.582 -1.531  0.380
C: -2.048 0.834 -0.420  -0.608
S: -2.742 1.985 0.896  0.493
O: -1.528 2.551 1.550  -0.586
C: -3.403 3.192 -0.405  -0.922
H: -2.803 0.254 -0.951  0.452
H: -1.397 0.059 -0.016  -0.111
H: -1.480 1.480 -1.089  0.294
H: -3.854 4.077 0.045  0.332
H: -4.128 2.732 -1.076  0.350
H: -2.542 3.372 -1.049  0.299
C: 2.315 0.500 -1.604  -0.703
S: 3.567 0.355 -0.197  0.430
O: 3.583 -1.174 0.124  -0.611
C: 2.347 0.881 1.105  -0.559
H: 2.290 1.565 -1.836  0.393
H: 1.287 0.170 -1.455  0.016
H: 2.606 -0.044 -2.503  0.362
H: 1.355 0.446 0.984  -0.053
H: 2.170 1.931 0.871  0.364
H: 2.765 0.789 2.108  0.384

The highest occupied orbital energy is -0.32473 Eh. The value obtained for the gap between HOMO and LUMO is 9.3 eV. The calculation puts the total energy at -1659.54365 hartree. As for the total charge: 0. The energy above the lowest of the compared OMol25 structures with the same formula, charge and spin is 0.683 eV.



No. 2
Here is an isolated ion of composition C3H6Br2N3 and charge +1 at a distorted geometry from the Open Molecules 2025 dataset. Energies are from wB97M-V/def2-TZVPD.

Each line ends with the Mulliken charge.
Cartesian coordinates (Å):
C: 1.682 -0.686 -0.248  -0.768
N: 0.444 -0.383 0.430  0.105
N: 0.604 1.066 0.791  -0.607
C: -0.550 1.584 0.490  0.066
N: -1.452 0.817 -0.102  -0.111
Br: -3.274 1.078 -0.513  0.171
C: -0.890 -0.453 -0.354  -0.087
Br: -1.774 -2.094 0.104  0.000
H: 1.562 -1.836 -0.442  0.346
H: 1.818 -0.202 -1.242  0.313
H: 2.476 -0.160 0.413  0.352
H: 0.460 -0.911 1.387  0.450
H: -0.622 2.642 0.796  0.435
H: -0.484 -0.462 -1.510  0.337

The highest occupied orbital energy is -0.51376 Eh. The value obtained for the gap between HOMO and LUMO is 9.3 eV. The calculation puts the total energy at -5429.83070 hartree. As for the total charge: +1. The energy above the lowest of the compared OMol25 structures with the same formula, charge and spin is 1.750 eV. The SMILES is C[N@H+]1N=CN(Br)[C@@H]1Br.



No. 3
Here is C22H29BMoN7O5S as an isolated structure at a distorted geometry from the Open Molecules 2025 dataset. Energies are from wB97M-V/def2-TZVPD.

Each line ends with the Mulliken spin population.
Cartesian coordinates (Å):
Mo: -0.435 -0.875 0.246  1.972
C: -4.601 0.009 0.352  0.000
C: -3.389 -0.213 0.986  0.035
N: -2.525 -0.775 0.132  -0.089
N: -3.169 -0.928 -1.033  0.000
C: -4.412 -0.459 -0.938  0.021
B: -2.449 -1.605 -2.189  0.013
N: -1.847 -2.888 -1.566  -0.012
C: -2.166 -4.159 -1.820  0.001
C: -1.475 -4.971 -0.938  0.003
C: -0.749 -4.090 -0.152  0.004
N: -0.979 -2.826 -0.535  -0.019
N: -1.271 -0.730 -2.606  0.011
C: -0.970 -0.248 -3.813  0.030
C: 0.288 0.324 -3.753  0.004
C: 0.687 0.150 -2.436  0.038
N: -0.278 -0.469 -1.749  -0.005
H: -5.486 0.442 0.769  0.000
H: -3.097 0.009 1.999  0.000
H: -5.085 -0.497 -1.771  0.001
H: -3.158 -1.861 -3.094  0.000
H: -2.856 -4.420 -2.597  0.000
H: -1.507 -6.038 -0.865  0.000
H: -0.063 -4.308 0.644  -0.002
H: -1.643 -0.352 -4.639  0.001
H: 0.840 0.788 -4.543  0.001
H: 1.631 0.406 -1.988  0.001
C: 3.312 5.906 0.419  0.000
C: 2.097 5.050 0.273  0.002
C: 2.223 3.742 -0.190  0.002
C: 1.117 2.918 -0.260  0.006
C: -0.120 3.389 0.145  0.014
C: -0.282 4.697 0.562  0.002
C: 0.832 5.523 0.608  -0.001
S: -1.419 2.173 0.287  0.007
O: -2.489 2.674 1.098  -0.003
O: -1.770 1.626 -1.000  -0.003
N: -0.681 0.887 1.063  -0.036
C: 0.232 1.209 2.115  -0.016
C: 1.609 0.624 1.631  0.007
O: 2.658 0.929 2.135  0.016
O: 1.423 -0.210 0.670  0.036
H: 3.997 5.743 -0.408  0.000
H: 3.838 5.647 1.337  0.000
H: 3.053 6.959 0.464  0.000
H: 3.194 3.364 -0.471  0.000
H: 1.196 1.898 -0.602  -0.007
H: -1.260 5.050 0.851  0.000
H: 0.719 6.546 0.932  0.000
H: -0.025 0.708 3.062  0.004
H: 0.283 2.284 2.312  -0.004
C: 2.838 -2.774 -0.741  -0.001
C: 2.834 -3.002 0.762  0.002
O: 1.515 -2.767 1.254  -0.002
C: 1.427 -2.467 2.634  0.000
C: -0.030 -2.135 2.935  -0.033
H: 3.802 -3.056 -1.154  0.000
H: 2.658 -1.720 -0.953  0.000
H: 2.066 -3.376 -1.216  0.001
H: 3.541 -2.318 1.248  0.000
H: 3.114 -4.040 1.000  0.002
H: 2.083 -1.619 2.881  0.002
H: 1.748 -3.336 3.228  0.000
H: -0.415 -1.411 2.157  -0.010
H: -0.118 -1.694 3.928  0.003
H: -0.639 -3.037 2.902  -0.001

The highest occupied orbital energy (alpha / beta) is -0.42990 / -0.43649 Eh. The value obtained for the gap between HOMO and LUMO (alpha / beta) is 6.9 / 7.7 eV. The calculation puts the total energy at -2106.32395 hartree. As for the spin multiplicity: 3. As for the total charge: +1. The energy above the lowest of the compared OMol25 structures with the same formula, charge and spin is 0.583 eV.



No. 4
Here is C35H34AsIrS3 as an isolated structure from the Open Molecules 2025 dataset. Energies are from wB97M-V/def2-TZVPD.

Each line ends with the Mulliken spin population.
Cartesian coordinates (Å):
Ir: 0.460 1.270 -0.488  0.532
S: 1.193 3.881 -4.171  0.104
C: 0.933 2.949 -2.841  -0.006
S: 1.131 3.423 -1.197  -0.024
S: 0.512 1.251 -2.855  0.086
C: -1.163 4.171 1.076  0.018
C: -1.995 2.988 0.584  -0.041
C: -3.067 2.723 1.654  0.009
C: -1.174 1.707 0.378  0.166
C: -2.653 3.244 -0.778  -0.010
C: -2.253 4.286 -1.609  -0.002
C: -2.790 4.434 -2.881  0.003
C: -3.748 3.549 -3.346  -0.003
C: -4.164 2.509 -2.526  0.002
C: -3.620 2.360 -1.261  0.009
H: -0.785 3.949 2.076  0.002
H: -1.779 5.073 1.135  0.000
H: -0.309 4.374 0.437  -0.006
H: -2.583 2.487 2.605  0.001
H: -3.713 1.884 1.395  -0.001
H: -3.696 3.607 1.797  -0.001
H: -1.777 0.875 0.768  0.031
H: -1.484 4.972 -1.286  0.000
H: -2.428 5.231 -3.518  0.004
H: -4.153 3.655 -4.345  0.000
H: -4.901 1.797 -2.879  0.000
H: -3.934 1.519 -0.654  0.002
C: 3.639 -3.909 -0.592  0.000
C: 2.692 -4.144 0.393  0.000
C: 1.578 -3.320 0.502  0.000
C: 1.412 -2.259 -0.376  0.018
C: 2.370 -2.013 -1.355  0.004
C: 3.476 -2.841 -1.467  0.002
As: -0.090 -1.029 -0.285  -0.014
C: -1.113 -1.725 1.197  0.007
C: -0.895 -1.481 2.541  -0.003
C: -1.740 -2.062 3.479  0.001
C: -2.793 -2.867 3.060  0.000
C: -3.020 -3.094 1.710  0.000
C: -2.179 -2.517 0.765  0.001
C: -2.310 -2.634 -0.707  0.002
C: -3.298 -3.346 -1.377  0.000
C: -3.324 -3.347 -2.764  0.000
C: -2.374 -2.639 -3.489  -0.001
C: -1.381 -1.925 -2.830  -0.013
C: -1.351 -1.933 -1.446  0.005
H: 4.509 -4.549 -0.674  0.000
H: 2.822 -4.967 1.086  0.000
H: 0.847 -3.508 1.279  0.000
H: 2.272 -1.149 -2.005  -0.018
H: 4.222 -2.640 -2.226  0.000
H: -0.081 -0.834 2.848  -0.002
H: -1.584 -1.880 4.535  0.000
H: -3.451 -3.314 3.795  0.000
H: -3.855 -3.712 1.402  0.000
H: -4.051 -3.895 -0.824  0.000
H: -4.097 -3.899 -3.284  0.000
H: -2.412 -2.633 -4.571  0.000
H: -0.653 -1.356 -3.393  0.003
C: 4.935 1.453 2.628  0.007
C: 4.500 0.270 1.754  0.020
C: 5.612 -0.056 0.746  0.006
C: 4.250 -0.958 2.638  0.009
C: 3.270 0.614 1.023  0.075
C: 2.249 0.886 0.422  0.026
H: 5.851 1.208 3.175  0.000
H: 4.154 1.702 3.348  -0.001
H: 5.118 2.334 2.012  -0.001
H: 6.541 -0.303 1.269  0.001
H: 5.793 0.796 0.090  -0.001
H: 5.322 -0.905 0.125  -0.003
H: 5.159 -1.227 3.186  0.000
H: 3.942 -1.809 2.028  -0.001
H: 3.457 -0.753 3.360  -0.001

The highest occupied orbital energy (alpha / beta) is -0.12441 / -0.16163 Eh. The value obtained for the gap between HOMO and LUMO (alpha / beta) is 5.8 / 6.8 eV. The calculation puts the total energy at -4888.79974 hartree. As for the spin multiplicity: 2. As for the total charge: -1. The energy above the lowest of the compared OMol25 structures with the same formula, charge and spin is 0.000 eV.